Entry 1:
Density functional theory data (wB97M-V/def2-TZVPD) for 12 unconnected molecules or ions with the total composition C38H107N7O12.

Each atom is followed by the atoms it is bonded to, with distances in Å.
Geometry (Å):
1 C 6.26296 -5.65816 -1.62058  C2 1.507, H7 1.094, H8 1.095, H9 1.095
2 C 5.30485 -4.50852 -1.44415  C1 1.507, C3 1.512, N6 1.508, H10 1.094
3 C 4.10776 -4.64273 -2.35767  C2 1.512, O4 1.408, H11 1.104, H12 1.103
4 O 3.16889 -3.62499 -2.10245  C3 1.408, C5 1.403
5 C 2.09361 -3.71644 -2.99879  O4 1.403, H13 1.106, H14 1.102, H15 1.086
6 N 4.87485 -4.47088 0.00127  C2 1.508, H16 1.021, H17 1.020
7 H 6.84022 -5.63488 -2.54975  C1 1.094
8 H 5.79014 -6.64230 -1.54234  C1 1.095
9 H 7.04095 -5.65793 -0.85043  C1 1.095
10 H 5.80698 -3.54444 -1.56477  C2 1.094
11 H 3.65972 -5.64156 -2.21710  C3 1.104
12 H 4.48012 -4.62172 -3.39606  C3 1.103
13 H 1.55175 -4.66977 -2.85708  C5 1.106
14 H 2.38639 -3.80416 -4.05739  C5 1.102
15 H 1.42502 -2.86829 -2.88502  C5 1.086
16 H 3.95904 -4.02001 -0.01751  N6 1.021
17 H 4.73092 -5.43470 0.30103  N6 1.020
18 C 1.90331 4.13651 2.69579  C19 1.510, H24 1.098, H25 1.086, H26 1.094
19 C 1.78904 5.60747 2.37482  C18 1.510, C20 1.514, N23 1.478, H27 1.092
20 C 0.61199 6.17031 3.14257  C19 1.514, O21 1.413, H28 1.108, H29 1.096
21 O -0.56366 5.61053 2.59413  C20 1.413, C22 1.396
22 C -1.75507 6.17530 3.05329  O21 1.396, H30 1.098, H31 1.089, H32 1.103
23 N 3.03652 6.26874 2.81150  C19 1.478, H33 1.016, H34 1.014
24 H 2.67165 3.69174 2.04949  C18 1.098
25 H 0.99667 3.54735 2.59657  C18 1.086
26 H 2.33696 3.96816 3.68578  C18 1.094
27 H 1.66108 5.77625 1.30394  C19 1.092
28 H 0.54931 7.25947 2.94846  C20 1.108
29 H 0.71587 6.07813 4.23008  C20 1.096
30 H -1.90609 6.08437 4.13746  C22 1.098
31 H -2.55856 5.68172 2.50860  C22 1.089
32 H -1.83821 7.25426 2.84034  C22 1.103
33 H 3.81593 5.74241 2.42724  N23 1.016
34 H 3.09187 7.21277 2.44601  N23 1.014
35 C 4.46435 0.00002 1.35170  C36 1.506, H41 1.099, H42 1.090, H43 1.091
36 C 4.46909 1.37915 1.95629  C35 1.506, C37 1.512, N40 1.484, H44 1.098
37 C 3.91800 1.40489 3.36359  C36 1.512, O38 1.412, H45 1.102, H46 1.106
38 O 2.58959 0.92699 3.38658  C37 1.412, C39 1.391
39 C 2.06038 0.91350 4.67294  O38 1.391, H47 1.090, H48 1.095, H49 1.096
40 N 5.79832 2.03805 1.95938  C36 1.484, H50 1.016, H51 1.024
41 H 3.44833 -0.41232 1.27695  C35 1.099
42 H 4.97163 -0.73977 1.97137  C35 1.090
43 H 4.81662 0.03050 0.31950  C35 1.091
44 H 3.76201 2.01285 1.40580  C36 1.098
45 H 3.89861 2.44986 3.71200  C37 1.102
46 H 4.59423 0.89672 4.07578  C37 1.106
47 H 2.18766 0.00464 5.26195  C39 1.090
48 H 0.98243 1.05711 4.54098  C39 1.095
49 H 2.36267 1.80601 5.23172  C39 1.096
50 H 6.35002 1.66943 1.18958  N40 1.016
51 H 6.24570 1.66121 2.80014  N40 1.024
52 C -4.66655 -2.56164 0.14004  C53 1.528, H58 1.101, H59 1.087, H60 1.088
53 C -3.86093 -2.57622 1.43806  C52 1.528, C54 1.524, N57 1.488, H61 1.102
54 C -2.51735 -1.86389 1.33879  C53 1.524, O55 1.407, H62 1.100, H63 1.098
55 O -1.73575 -2.29714 0.25193  C54 1.407, C56 1.418
56 C -1.32949 -3.65222 0.35130  O55 1.418, H64 1.095, H65 1.093, H66 1.093
57 N -4.67202 -2.13648 2.60571  C53 1.488, H67 1.024, H68 1.030
58 H -4.80624 -1.52853 -0.21359  C52 1.101
59 H -5.66996 -2.95294 0.28989  C52 1.087
60 H -4.08914 -3.11094 -0.60010  C52 1.088
61 H -3.67787 -3.65261 1.58796  C53 1.102
62 H -1.93022 -1.99464 2.25994  C54 1.100
63 H -2.78034 -0.79779 1.33609  C54 1.098
64 H -0.98642 -3.93729 1.35168  C56 1.095
65 H -0.46458 -3.82427 -0.29451  C56 1.093
66 H -2.12743 -4.30294 -0.01404  C56 1.093
67 H -4.05380 -1.76249 3.33154  N57 1.024
68 H -5.13941 -1.28650 2.25902  N57 1.030
69 C -3.64395 1.44674 -0.94209  C70 1.511, H75 1.091, H76 1.095, H77 1.092
70 C -4.59377 1.72934 -2.08226  C69 1.511, C71 1.510, N74 1.480, H78 1.102
71 C -5.27358 0.45995 -2.53809  C70 1.510, O72 1.389, H79 1.103, H80 1.097
72 O -6.09227 0.72381 -3.62886  C71 1.389, C73 1.395
73 C -6.53994 -0.46324 -4.20781  O72 1.395, H81 1.096, H82 1.093, H83 1.094
74 N -5.59616 2.71469 -1.61978  C70 1.480, H84 1.018, H85 1.019
75 H -3.23696 2.39133 -0.57829  C69 1.091
76 H -2.79428 0.84274 -1.27778  C69 1.095
77 H -4.12230 0.92418 -0.11160  C69 1.092
78 H -4.06254 2.14312 -2.95457  C70 1.102
79 H -5.91643 0.12945 -1.70449  C71 1.103
80 H -4.51047 -0.30988 -2.70424  C71 1.097
81 H -7.00074 -1.06741 -3.41812  C73 1.096
82 H -5.76091 -0.96920 -4.78396  C73 1.093
83 H -7.34347 -0.28740 -4.92834  C73 1.094
84 H -5.13607 3.62106 -1.56251  N74 1.018
85 H -6.30620 2.83689 -2.34058  N74 1.019
86 C -0.75525 -3.20278 7.22959  C87 1.518, H92 1.100, H93 1.092, H94 1.089
87 C -0.42047 -3.70794 5.83824  C86 1.518, C88 1.532, N91 1.476, H95 1.099
88 C 0.32892 -2.64251 5.03208  C87 1.532, O89 1.408, H96 1.105, H97 1.100
89 O 0.32958 -3.04623 3.68302  C88 1.408, C90 1.401
90 C 0.82829 -2.06291 2.81805  O89 1.401, H98 1.102, H99 1.094, H100 1.093
91 N 0.30415 -4.99309 5.88190  C87 1.476, H101 1.021, H102 1.018
92 H 0.13518 -3.06153 7.85931  C86 1.100
93 H -1.33414 -3.94069 7.78895  C86 1.092
94 H -1.29234 -2.25632 7.19150  C86 1.089
95 H -1.37980 -3.87977 5.33062  C87 1.099
96 H 1.35995 -2.61321 5.42890  C88 1.105
97 H -0.11576 -1.64681 5.17556  C88 1.100
98 H 1.91952 -1.91548 2.85270  C90 1.102
99 H 0.30430 -1.12385 3.01895  C90 1.094
100 H 0.73386 -2.37788 1.77586  C90 1.093
101 H 1.05622 -4.90660 6.56629  N91 1.021
102 H 0.76579 -5.12862 4.98466  N91 1.018
103 C -2.73259 -2.33002 -3.61910  C104 1.538, H109 1.088, H110 1.093, H111 1.097
104 C -1.46494 -3.17574 -3.82805  C103 1.538, C105 1.501, N108 1.478, H112 1.103
105 C -1.80125 -4.55038 -4.32815  C104 1.501, O106 1.398, H113 1.108, H114 1.104
106 O -2.50104 -5.27267 -3.35641  C105 1.398, C107 1.396
107 C -2.97371 -6.49726 -3.83033  O106 1.396, H115 1.089, H116 1.100, H117 1.099
108 N -0.71848 -2.45914 -4.88345  C104 1.478, H118 1.031, H119 1.021
109 H -2.53087 -1.30093 -3.32752  C103 1.088
110 H -3.42247 -2.86253 -2.95927  C103 1.093
111 H -3.23080 -2.27176 -4.59420  C103 1.097
112 H -0.94467 -3.26074 -2.85902  C104 1.103
113 H -0.89838 -5.10778 -4.64739  C105 1.108
114 H -2.34622 -4.46340 -5.28472  C105 1.104
115 H -3.63913 -6.98783 -3.12205  C107 1.089
116 H -2.13839 -7.18508 -4.02651  C107 1.100
117 H -3.55304 -6.36817 -4.75548  C107 1.099
118 H -0.48750 -1.50625 -4.56597  N108 1.031
119 H 0.17044 -2.93798 -5.03171  N108 1.021
120 C 1.06963 1.39956 -0.61205  C121 1.504, H123 1.092, H124 1.094, H125 1.090
121 C 0.60076 -0.00153 -0.33151  C120 1.504, O122 1.447, H126 1.100, H127 1.101
122 O -0.50423 -0.34582 -1.20025  C121 1.447, H128 0.978
123 H 1.49836 1.43409 -1.61608  C120 1.092
124 H 1.81377 1.72115 0.12212  C120 1.094
125 H 0.27525 2.14300 -0.55410  C120 1.090
126 H 0.28843 -0.10274 0.71856  C121 1.100
127 H 1.40536 -0.74437 -0.44733  C121 1.101
128 H -0.90000 -1.11025 -0.73675  O122 0.978
129 C 0.26808 5.00868 -0.93758  C130 1.520, H132 1.090, H133 1.089, H134 1.092
130 C -0.14629 5.29612 -2.37148  C129 1.520, O131 1.421, H135 1.097, H136 1.099
131 O -1.54777 5.08854 -2.48684  C130 1.421, H137 0.962
132 H -0.27912 4.17078 -0.50625  C129 1.090
133 H 0.04158 5.86401 -0.30258  C129 1.089
134 H 1.32731 4.74698 -0.89175  C129 1.092
135 H 0.46275 4.71756 -3.07674  C130 1.097
136 H 0.07820 6.35038 -2.58583  C130 1.099
137 H -1.78975 5.04180 -3.41699  O131 0.962
138 C -1.47191 2.09375 2.01872  C139 1.535, H141 1.090, H142 1.095, H143 1.088
139 C -1.96998 2.34739 3.44877  C138 1.535, O140 1.443, H144 1.097, H145 1.090
140 O -2.50144 1.13586 4.02552  C139 1.443, H146 0.963
141 H -2.15846 1.38505 1.55537  C138 1.090
142 H -0.52386 1.55672 2.13161  C138 1.095
143 H -1.30602 3.01237 1.45970  C138 1.088
144 H -2.75603 3.11181 3.49199  C139 1.097
145 H -1.14674 2.68229 4.08027  C139 1.090
146 H -3.23765 0.86515 3.46630  O140 0.963
147 C -1.36558 1.38367 -4.68110  C148 1.536, H150 1.087, H151 1.093, H152 1.093
148 C 0.12039 1.30165 -4.30127  C147 1.536, O149 1.430, H153 1.099, H154 1.092
149 O 0.41735 0.00219 -3.78288  C148 1.430, H155 0.981
150 H -1.68586 0.49062 -5.21131  C147 1.087
151 H -1.48372 2.29353 -5.27521  C147 1.093
152 H -1.94244 1.45239 -3.75506  C147 1.093
153 H 0.35456 2.09901 -3.58227  C148 1.099
154 H 0.76312 1.48224 -5.16495  C148 1.092
155 H -0.05142 -0.09267 -2.92626  O149 0.981
156 C 3.66407 3.08194 -3.14079  C157 1.506, H159 1.089, H160 1.092, H161 1.090
157 C 4.24203 4.35149 -2.57384  C156 1.506, O158 1.415, H162 1.102, H163 1.096
158 O 5.62901 4.40760 -2.84935  C157 1.415, H164 0.960
159 H 2.58407 3.01939 -3.01333  C156 1.089
160 H 4.08393 2.24131 -2.58430  C156 1.092
161 H 3.93144 2.96126 -4.19035  C156 1.090
162 H 4.09936 4.31253 -1.48206  C157 1.102
163 H 3.72457 5.26102 -2.89842  C157 1.096
164 H 5.94508 5.29585 -2.66881  O158 0.960

Calculated values
SMILES = COC[C@H](C)N.COC[C@H](C)N.COC[C@H](C)N.COC[C@H](C)N.COC[C@H](C)N.COC[C@H](C)N.COC[C@H](C)N.CCO.CCO.CCO.CCO.CCO
2S+1 = 1
molar mass = 854.311 g/mol
calculated total energy = -76137.4738 eV
Kohn-Sham gap = 9.58 eV
highest occupied orbital energy = -9.0394 eV
energy relative to the best compared isomer or geometry (same formula, charge and spin) = 15.2 kcal per mole

Results of the Mulliken charge analysis, in e, for atoms 1 through 6: -1.63, 0.54, -0.83, -0.03, -0.50, -0.67

---

Entry 2:
Density functional theory data (wB97M-V/def2-TZVPD) for C4H12NOP in the gas phase.

Each atom is followed by the atoms it is bonded to, with distances in Å.
Geometry (Å):
1 C -1.32423 1.57395 0.13929  C4 1.521, H8 1.088, H9 1.088, H10 1.089
2 C -1.59281 -0.87449 0.65584  C4 1.521, H11 1.089, H12 1.089, H13 1.089
3 C 1.51289 -1.59875 -0.24930  P7 1.847, H14 1.089, H15 1.086, H16 1.086
4 C -0.86741 0.16135 -0.18953  C1 1.521, C2 1.521, P7 1.850, H17 1.094
5 N 1.60778 1.17988 -0.87998  P7 1.682, H18 1.009, H19 1.011
6 O 1.26811 0.46113 1.59308  P7 1.464
7 P 0.93661 0.09330 0.21509  C3 1.847, C4 1.850, N5 1.682, O6 1.464
8 H -1.10761 1.78540 1.18468  C1 1.088
9 H -0.78749 2.29702 -0.47142  C1 1.088
10 H -2.39351 1.68944 -0.03065  C1 1.089
11 H -1.30211 -0.75441 1.69852  C2 1.089
12 H -1.34536 -1.88649 0.34031  C2 1.089
13 H -2.67160 -0.74588 0.57905  C2 1.089
14 H 2.59869 -1.60933 -0.16524  C3 1.089
15 H 1.10773 -2.31453 0.45954  C3 1.086
16 H 1.21760 -1.86847 -1.25927  C3 1.086
17 H -1.01500 -0.04401 -1.25352  C4 1.094
18 H 1.68800 0.88468 -1.84129  N5 1.009
19 H 2.46971 1.57022 -0.52522  N5 1.011

Calculated values
SMILES = CC(C)[P@@](C)(N)=O
2S+1 = 1
molar mass = 121.120 g/mol
calculated total energy = -17170.9456 eV
Kohn-Sham gap = 10.60 eV
highest occupied orbital energy = -9.7760 eV
energy relative to the best compared isomer or geometry (same formula, charge and spin) = 0.0 kcal per mole

Results of the Mulliken charge analysis, in e, for atoms 1 through 6: -1.51, -1.53, -1.14, 0.46, -0.57, -0.75

---

Entry 3:
Density functional theory data (wB97M-V/def2-TZVPD) for 2 unconnected molecules or ions with the total composition C5H9NO2.

Each atom is followed by the atoms it is bonded to, with distances in Å.
Geometry (Å):
1 C -3.09735 0.23090 -0.35788  N6 1.205, O7 1.126
2 C 0.50541 0.97647 0.10372  C3 1.332, H9 1.089, H10 1.124
3 C 0.10535 -0.27153 -0.13181  C2 1.332, C4 1.497, C5 1.473
4 C 0.13827 -1.26828 0.98497  C3 1.497, H11 1.103, H12 1.134, H13 1.150
5 C -0.28284 -0.81550 -1.44478  C3 1.473, H14 1.189, H15 1.114, H16 1.031
6 N -2.40025 0.86747 0.39172  C1 1.205, O8 1.406
7 O -3.63309 -0.66140 -0.78889  C1 1.126
8 O -2.26814 2.15209 0.94702  N6 1.406, H17 0.968
9 H 0.41366 1.83016 -0.56612  C2 1.089
10 H 0.91076 1.33718 1.08817  C2 1.124
11 H -0.20666 -0.93123 1.97668  C4 1.103
12 H 1.14811 -1.69857 1.27109  C4 1.134
13 H -0.58285 -2.11279 0.68562  C4 1.150
14 H -0.02249 -1.97485 -1.47108  C5 1.189
15 H 0.25702 -0.37708 -2.31567  C5 1.114
16 H -1.25448 -0.77062 -1.78592  C5 1.031
17 H -1.41338 2.55888 0.74457  O8 0.968

Calculated values
SMILES = C=C(C)C.O=C=NO
2S+1 = 1
molar mass = 115.132 g/mol
calculated total energy = -10911.7457 eV
Kohn-Sham gap = 9.61 eV
highest occupied orbital energy = -9.1555 eV
energy relative to the best compared isomer or geometry (same formula, charge and spin) = 111.4 kcal per mole

Results of the Mulliken charge analysis, in e, for atoms 1 through 6: 0.46, -1.43, 1.27, -1.33, -1.20, -0.07